Record 1
Density functional theory data (ωB97M-V/def2-TZVPD) for a structure of composition C19H15IMnN5O6.

Structure (XYZ):
```
47
Properties=species:S:1:pos:R:3:forces:R:3:mulliken_spin:R:1
Mn 0.261359 0.913657 -1.374954 -0.04 0.05 0.03 3.965
O 1.940383 -4.095126 -0.205116 0.01 -0.01 0.00 0.000
C 2.888802 -3.292225 0.304710 0.01 -0.01 -0.03 -0.002
C 3.960351 -3.908858 0.952678 0.00 0.00 0.01 0.000
C 4.977212 -3.152438 1.493527 0.00 0.00 0.00 0.000
C 4.958949 -1.759821 1.406302 0.00 0.00 0.00 0.000
C 3.904615 -1.143523 0.773028 0.00 0.00 0.00 0.006
C 2.855957 -1.888304 0.217053 0.01 0.00 -0.01 0.011
C 1.760277 -1.163509 -0.429502 -0.03 0.04 0.06 -0.037
O 1.773228 0.117319 -0.437666 0.10 -0.07 0.03 0.016
N 0.758248 -1.867932 -0.963159 0.01 0.00 -0.04 -0.016
N -0.150114 -1.016212 -1.482585 0.01 0.01 -0.01 -0.102
C -1.268592 -1.390095 -1.981139 0.00 0.00 0.00 0.004
C -2.143371 -0.310130 -2.426200 0.00 0.01 0.00 0.013
C -3.344727 -0.503941 -3.083847 0.00 0.00 0.00 0.007
C -4.072267 0.610582 -3.474380 0.00 0.00 0.00 0.000
C -3.579876 1.876198 -3.203649 0.00 0.01 0.00 0.008
C -2.366750 1.993455 -2.544744 0.00 -0.01 0.00 0.014
N -1.677881 0.926598 -2.156841 -0.08 0.00 -0.02 -0.012
H 1.277750 -3.535796 -0.662983 -0.02 0.00 0.03 0.001
H 3.966853 -4.988942 1.007887 0.00 0.00 0.00 0.000
H 5.801453 -3.650463 1.988273 0.00 0.00 0.00 0.000
H 5.762816 -1.172554 1.827256 0.00 0.00 0.00 0.000
H 3.861676 -0.066857 0.684919 0.00 0.00 0.00 0.005
H -1.531722 -2.438541 -2.062947 0.00 0.00 0.00 -0.006
H -3.691220 -1.506146 -3.294096 0.00 0.00 0.00 0.000
H -5.013001 0.489461 -3.994261 0.00 0.00 0.00 0.000
H -4.115963 2.765234 -3.501476 0.00 0.00 0.00 0.000
H -1.917131 2.954282 -2.328129 0.00 0.00 0.00 -0.003
C -1.438020 -1.157387 1.929023 0.00 0.00 0.00 0.000
C -1.216650 0.308656 1.819676 0.00 -0.01 0.00 0.003
N -0.736394 0.948852 0.773974 0.05 -0.01 -0.02 0.022
C -0.638693 2.269253 1.131963 -0.02 0.01 -0.01 0.019
C -1.093487 2.437529 2.408476 0.00 -0.01 0.02 -0.003
N -1.447032 1.182890 2.824307 -0.03 0.01 -0.02 0.002
C -1.270300 3.580765 3.342282 0.14 0.01 0.05 -0.001
O -0.917612 4.768127 2.904480 -0.07 -0.01 0.05 0.000
O -1.709708 3.369233 4.447461 -0.05 0.00 -0.02 0.000
C -0.071935 3.250834 0.177001 -0.10 -0.01 -0.05 -0.018
O -0.040423 4.442460 0.456682 0.05 0.00 -0.02 0.014
O 0.345494 2.756016 -0.945190 0.04 -0.01 -0.03 -0.016
H -1.384238 -1.607909 0.941327 0.00 0.00 0.00 -0.001
H -2.409166 -1.379168 2.371072 0.00 0.00 0.00 0.000
H -0.666174 -1.615347 2.549666 0.00 0.00 0.00 0.000
H -1.810701 1.000767 3.748470 0.00 0.00 0.00 0.000
H -0.574742 4.727783 1.963949 0.02 0.01 -0.03 0.000
I 1.242467 0.921278 -3.892577 -0.01 0.02 0.03 0.108
```
Forces are in eV/Å.

* spin multiplicity: 5
* <S²>: 6.045
* gap between HOMO and LUMO (alpha / beta): 6.836 / 6.590 eV
* charge: 0



Record 2
Density functional theory data (ωB97M-V/def2-TZVPD) for a cluster of 5 separate species, C33H77N4O4 in total in a non-equilibrium geometry.

Structure (XYZ):
```
118
Properties=species:S:1:pos:R:3:forces:R:3:lowdin_charge:R:1
C 13.291935 13.018620 16.087370 -0.65 0.76 -1.19 -0.115
C 12.525225 12.036860 16.982400 1.79 2.19 0.88 -0.431
O 12.874355 12.304900 18.323080 -0.38 -0.90 0.70 -0.368
H 13.004645 14.063210 16.207330 -0.11 0.18 0.75 0.049
H 12.971435 12.889360 15.053600 0.12 -0.48 -0.42 0.056
H 14.381785 13.004600 16.076040 0.04 -0.47 0.44 0.042
H 12.871315 11.090330 16.567160 -0.51 -0.91 0.37 0.060
H 11.473845 12.244110 16.783020 -0.38 -0.55 -0.10 0.085
C 16.759845 14.741020 16.800560 -0.96 0.61 -0.60 -0.052
O 15.875915 15.196120 17.810620 2.06 -1.68 2.97 -0.191
C 14.957145 16.158600 17.563810 -0.96 0.42 -1.88 -0.255
C 14.071335 16.474260 18.745330 1.01 -0.68 -0.04 -0.074
N 13.701465 15.217160 19.535870 -1.33 3.29 0.22 0.093
H 13.230795 14.557040 18.933520 -0.42 -1.14 -0.63 0.112
H 14.528055 14.800140 19.939520 0.27 -0.15 -0.05 0.164
C 12.715825 15.714100 20.617130 -1.14 -0.98 -1.47 -0.028
C 11.256705 16.091800 19.968420 1.11 0.03 -0.46 -0.142
O 10.954275 15.372870 18.751010 0.56 -0.07 0.67 -0.211
C 9.871055 14.411570 18.790030 0.39 0.58 0.95 -0.054
H 16.112745 14.261780 16.065930 0.28 0.15 -0.66 0.071
H 17.472055 13.980150 17.119840 -0.24 0.25 0.74 0.086
H 17.313335 15.593380 16.406550 0.04 -0.11 -0.33 0.102
H 14.393135 15.759290 16.720870 -0.73 0.53 -0.29 0.115
H 15.375265 17.125520 17.283910 0.31 0.16 -0.32 0.141
H 13.195445 17.023320 18.399730 -0.20 -0.52 0.12 0.138
H 14.620455 17.162620 19.387780 -0.07 -0.35 0.47 0.140
H 13.191305 16.580250 21.077350 -0.26 -0.19 0.21 0.127
H 12.609645 14.856770 21.281820 -0.12 0.36 0.27 0.098
H 11.191375 17.145210 19.696120 0.71 0.11 -0.20 0.117
H 10.533805 16.094590 20.784200 -0.25 -1.01 -0.04 0.128
H 10.125025 13.648700 19.525990 -0.33 0.00 0.21 0.065
H 9.706705 13.885210 17.849800 0.51 0.52 -0.23 0.073
H 8.983785 14.991430 19.044220 -0.27 -0.46 0.14 0.099
C 20.136025 8.547380 14.421800 0.15 0.02 -0.44 -0.115
C 19.663175 9.872950 14.966520 -0.11 -0.14 1.01 -0.240
C 18.868535 9.746150 16.374460 -1.08 1.00 -2.55 -0.127
C 17.544725 8.872800 16.185220 2.09 -0.99 2.03 -0.076
N 16.514445 8.994220 17.389100 -0.53 0.43 -2.36 -0.165
C 15.986685 10.466010 17.330950 0.07 -0.50 1.57 -0.066
C 16.521615 11.077180 18.682650 -1.24 0.29 -0.88 -0.118
C 16.482805 9.837750 19.586070 0.03 1.10 0.27 -0.169
C 17.113625 8.777030 18.786330 0.61 -0.34 -0.83 -0.110
C 15.356415 7.952610 17.139990 1.82 0.52 -0.52 -0.097
C 14.487875 8.182170 15.880080 -0.91 -0.97 0.45 -0.192
C 13.462185 6.979650 15.838610 0.78 0.59 0.43 -0.069
H 19.282925 7.900750 14.216410 0.18 -0.43 0.29 0.068
H 20.905185 8.111290 15.059240 -0.35 -0.38 0.12 0.086
H 20.612845 8.681870 13.450890 0.04 0.14 -0.03 0.083
H 19.128115 10.394310 14.172790 -0.76 -0.01 0.32 0.103
H 20.535905 10.514510 15.088350 0.01 0.03 0.54 0.107
H 18.481225 10.752090 16.536210 0.18 0.25 0.25 0.078
H 19.588895 9.562760 17.171670 -0.40 -0.73 -0.01 0.111
H 17.801485 7.813650 16.204810 0.13 -0.07 -0.02 0.122
H 17.129415 9.034730 15.190530 -0.57 0.53 0.50 0.123
H 14.897175 10.434060 17.323550 0.01 -0.09 0.43 0.092
H 16.229065 10.944030 16.381820 0.58 -0.11 0.27 0.126
H 15.791935 11.814160 19.018110 -0.09 0.06 -0.07 0.095
H 17.449545 11.630920 18.539750 0.32 -0.57 0.24 0.110
H 15.429595 9.589710 19.717710 -0.17 -0.02 0.20 0.108
H 16.951575 9.857420 20.569920 0.00 0.50 -0.04 0.136
H 16.936605 7.819000 19.275150 -0.27 -0.42 -0.93 0.144
H 18.195735 8.896180 18.732030 -0.10 0.11 -0.19 0.129
H 14.851385 7.828880 18.097980 -0.48 0.46 -0.23 0.127
H 15.968535 7.054940 17.052820 -0.35 -0.33 -0.30 0.129
H 15.049865 8.248830 14.948510 0.26 -0.14 0.22 0.106
H 13.883075 9.086810 15.942830 0.17 0.14 0.21 0.083
H 13.937795 6.021860 15.627570 0.15 0.09 0.07 0.082
H 12.633425 7.080010 15.137760 0.21 0.37 0.01 0.080
H 13.068325 6.952190 16.854590 -0.39 -0.36 -0.09 0.068
C 9.569815 14.430540 14.498420 0.13 0.35 -1.68 -0.071
C 10.784445 14.893370 13.544820 -0.99 0.15 1.23 -0.199
C 10.505615 14.718520 12.013350 -0.82 -0.17 1.20 -0.174
C 11.364845 15.612360 11.156330 -0.28 1.23 -0.56 -0.112
N 11.052625 15.622780 9.630200 2.70 1.85 -1.88 -0.173
C 11.729115 14.426830 8.938900 -0.47 -0.67 1.59 -0.092
C 13.215395 14.722270 8.969000 1.38 -0.22 0.68 -0.154
C 13.414065 16.272310 8.933910 -0.78 -1.34 -0.68 -0.128
C 11.960535 16.762360 8.949150 0.34 0.21 1.05 -0.075
C 9.609095 15.881770 9.164350 1.38 0.21 0.92 -0.108
C 9.058965 17.209570 9.741630 -0.66 -1.17 -0.07 -0.203
C 7.542095 17.227730 9.401570 0.43 -0.14 0.94 -0.071
H 8.676845 15.003160 14.247780 0.04 0.33 -0.34 0.066
H 9.652295 14.625670 15.567640 0.77 -0.27 -0.11 0.047
H 9.239975 13.413790 14.285080 0.43 -0.25 0.31 0.070
H 11.735225 14.481430 13.883080 -0.08 -0.65 -0.31 0.074
H 10.933545 15.936280 13.824510 -0.18 0.41 -0.51 0.100
H 9.471145 15.023740 11.855810 -0.18 0.27 0.05 0.105
H 10.439615 13.655450 11.781800 0.72 -0.10 -0.26 0.120
H 12.438035 15.630840 11.346110 0.19 -1.16 -0.61 0.135
H 11.210985 16.638750 11.489450 -0.76 0.17 -0.18 0.124
H 11.369545 14.151350 7.947480 -0.46 0.77 0.06 0.145
H 11.437655 13.632810 9.626420 0.32 -0.53 -0.38 0.123
H 13.814655 14.234610 8.200120 -0.60 0.06 -0.48 0.122
H 13.682575 14.270470 9.844060 -0.25 0.25 0.40 0.108
H 13.890325 16.465910 7.972770 -0.17 0.52 0.10 0.121
H 14.055475 16.693350 9.708130 -0.26 -0.22 0.11 0.116
H 11.594505 16.906600 7.932630 -0.24 -0.12 0.22 0.138
H 11.915785 17.692410 9.515820 -0.58 -0.10 -0.06 0.126
H 9.125255 14.951100 9.460740 -0.72 0.40 -0.04 0.135
H 9.690255 15.942780 8.079090 -0.15 -0.22 0.04 0.134
H 9.645815 18.065580 9.408540 -0.24 -0.05 -0.34 0.109
H 9.185835 17.170380 10.823520 -0.20 0.08 0.12 0.098
H 7.157745 16.305140 9.836530 -0.20 -0.30 -0.46 0.074
H 7.321545 17.283920 8.335600 0.05 0.01 0.14 0.087
H 6.968395 17.962870 9.965970 0.35 0.48 -0.34 0.082
C 13.170965 11.821340 22.980470 -1.29 -0.08 -1.50 0.042
C 12.018825 11.897190 21.867610 -1.23 2.42 2.40 -0.293
O 11.111555 12.745780 21.941990 3.35 -3.58 -1.11 0.104
N 12.017495 10.854460 20.746220 -2.08 0.13 2.48 0.093
H 12.275545 11.403750 19.938880 0.35 0.91 -2.82 0.075
H 12.703295 10.122710 20.865940 0.41 0.01 0.31 0.154
C 10.612665 10.177080 20.633510 1.47 0.13 -0.46 0.065
H 12.804925 12.442570 23.797890 0.14 -0.19 -0.04 0.095
H 14.135855 12.188330 22.630610 -0.15 0.29 -0.33 0.081
H 13.382625 10.799480 23.295270 -0.40 -0.09 0.07 0.085
H 9.890545 10.958740 20.397600 0.09 -0.33 0.09 0.100
H 10.418305 9.617090 21.548240 -0.05 0.48 0.11 0.108
H 10.760305 9.433840 19.849990 -0.40 0.30 -0.22 0.101
```
Forces are in eV/Å.

* gap between HOMO and LUMO: 7.534 eV
* charge: +3



Record 3
Density functional theory data (ωB97M-V/def2-TZVPD) for a structure of composition C36H48F3IN3O4S3SiY.

Structure (XYZ):
```
100
Properties=species:S:1:pos:R:3:forces:R:3:lowdin_charge:R:1
Y -1.746087 -0.391277 -0.758550 0.37 -0.17 0.43 0.916
S 0.260564 -0.614018 2.004127 -0.02 -0.06 -0.16 0.745
C 0.132050 1.032392 1.947930 -0.59 0.41 0.26 -0.744
N 1.138063 1.873699 1.751226 0.29 -0.05 -0.09 -0.100
C 0.966534 3.317722 1.847298 0.01 -0.09 0.01 -0.110
C 0.048809 3.607868 3.001030 -0.16 0.00 -0.02 -0.088
N -1.209315 2.895442 2.776566 -0.19 0.21 0.05 -0.091
C -2.417366 3.598999 3.222153 0.04 -0.01 -0.16 -0.116
C -2.415844 3.742565 4.718921 -0.05 -0.04 0.10 -0.217
C -2.397901 4.991651 5.320478 0.00 0.06 0.00 -0.044
C -2.389853 5.108675 6.705027 -0.01 -0.02 -0.01 -0.079
C -2.393034 3.970959 7.494578 0.00 -0.02 0.00 -0.086
C -2.407042 2.715110 6.898102 -0.01 0.03 0.02 -0.073
C -2.420428 2.601733 5.519194 0.03 -0.03 0.00 -0.030
C -1.245533 1.692582 2.234812 0.67 -0.35 -0.04 -0.763
S -2.633650 0.832052 1.942428 -0.29 -0.17 -0.17 0.637
C 2.491756 1.420618 1.435371 -0.11 0.02 -0.15 -0.124
C 3.427755 1.625480 2.597071 0.04 -0.04 0.02 -0.210
C 3.083574 1.169409 3.867326 -0.01 0.00 0.00 -0.034
C 3.948628 1.354211 4.932906 0.02 0.01 0.01 -0.074
C 5.167418 1.993797 4.740968 0.00 -0.01 0.01 -0.088
C 5.516866 2.446792 3.479261 -0.02 0.00 -0.02 -0.080
C 4.646194 2.264693 2.412329 -0.01 0.01 0.01 -0.042
H 0.558869 3.700041 0.906682 -0.01 0.03 0.02 0.093
H 1.949843 3.750865 2.027611 -0.03 0.04 0.00 0.136
H -0.186604 4.670033 3.051516 0.03 0.01 -0.01 0.136
H 0.480371 3.312325 3.960838 0.08 -0.02 -0.04 0.143
H -3.272767 3.029249 2.867699 0.00 0.03 0.03 0.077
H -2.431021 4.575297 2.733388 0.01 0.00 0.02 0.135
H -2.394334 5.883634 4.704757 -0.01 0.01 -0.02 0.112
H -2.380711 6.088603 7.162431 0.00 0.02 0.01 0.104
H -2.386747 4.057712 8.572652 0.00 0.01 0.02 0.103
H -2.415282 1.823433 7.510385 0.00 -0.01 0.02 0.105
H -2.437098 1.621166 5.057033 -0.01 -0.01 -0.03 0.109
H 2.828928 1.995033 0.570109 0.03 0.00 -0.03 0.125
H 2.424228 0.375635 1.141548 0.04 -0.03 0.02 0.080
H 2.139679 0.657605 4.015179 -0.01 -0.01 -0.01 0.098
H 3.675926 0.993104 5.915750 0.00 0.00 0.01 0.105
H 5.841463 2.137288 5.574768 0.01 0.00 0.01 0.102
H 6.462899 2.947308 3.322444 0.02 0.01 0.00 0.104
H 4.913727 2.624005 1.425451 0.02 0.01 -0.01 0.113
F -5.157458 -6.125954 -0.429823 -0.04 -0.04 0.06 0.123
C -4.861066 -4.911392 -0.934865 0.03 0.14 -0.03 -0.607
F -6.032598 -4.339052 -1.266652 0.03 0.02 -0.04 0.138
F -4.181673 -5.126078 -2.066058 0.04 -0.02 0.00 0.124
C -4.100125 -4.080096 0.067192 -0.12 -0.18 0.23 -0.120
C -4.095329 -4.472658 1.394194 0.07 -0.06 -0.08 0.007
C -3.424749 -3.719718 2.348502 0.05 0.07 -0.01 -0.043
C -2.766723 -2.583916 1.925219 -0.01 -0.06 -0.03 -0.163
N -2.783216 -2.188263 0.652793 0.20 0.16 -0.11 -0.089
C -3.448183 -2.888541 -0.283932 -0.06 0.28 -0.54 -0.663
S -3.430723 -2.180566 -1.890841 -0.05 -0.17 0.37 0.649
H -4.609289 -5.379730 1.680413 -0.01 0.00 0.00 0.124
H -3.405852 -4.011860 3.387363 -0.01 -0.01 0.01 0.105
H -2.203104 -1.949841 2.598902 -0.01 -0.02 0.02 0.052
I -1.545966 2.512790 -1.184872 -0.01 0.43 0.03 0.189
C 3.597270 -0.437619 -1.746016 0.19 0.11 0.06 -0.024
C 2.835518 0.189657 -2.902126 -0.21 -0.17 -0.12 -0.631
C 2.123294 1.470965 -2.499905 0.12 0.19 0.04 -0.044
C 3.758299 0.452618 -4.082674 0.06 0.01 0.03 -0.025
O 1.882274 -0.784620 -3.362365 0.05 0.05 0.02 -0.094
Si 0.413913 -1.174860 -2.769587 0.09 -0.28 0.33 -0.040
O 0.224766 -0.968514 -1.176247 -0.05 -0.17 -0.17 -0.428
O -0.819188 -0.210191 -3.303310 -0.61 -0.02 -0.26 -0.224
C -1.368366 -0.075753 -4.656540 0.41 0.01 0.24 -0.611
C -2.528297 -1.036923 -4.820110 -0.08 0.02 -0.05 -0.061
C -1.826653 1.363963 -4.787571 -0.05 0.03 -0.02 -0.059
C -0.266684 -0.377043 -5.662821 -0.07 0.05 -0.19 -0.026
O 0.065957 -2.671992 -3.310143 0.02 0.04 -0.12 -0.104
C 0.745686 -3.924023 -3.129593 -0.11 0.19 0.07 -0.634
C 1.839183 -4.033628 -4.179804 0.09 -0.15 -0.08 -0.023
C 1.317192 -3.998698 -1.720436 0.09 -0.14 0.06 -0.025
C -0.317260 -4.991743 -3.331364 0.02 -0.11 -0.02 -0.022
H 4.345989 0.252251 -1.347194 -0.02 0.02 0.00 0.088
H 4.116682 -1.332503 -2.091375 -0.01 -0.04 0.01 0.089
H 2.913134 -0.717541 -0.946860 -0.10 -0.01 0.05 0.068
H 2.860554 2.232163 -2.228920 -0.02 0.01 0.02 0.091
H 1.444637 1.326176 -1.659990 0.00 -0.10 0.06 0.031
H 1.535719 1.858699 -3.333119 -0.02 -0.01 -0.03 0.086
H 4.545701 1.156562 -3.807481 0.00 0.01 0.01 0.088
H 3.193525 0.871642 -4.914956 -0.02 0.01 -0.03 0.084
H 4.224944 -0.475634 -4.411658 -0.01 -0.03 -0.01 0.087
H -3.335787 -0.776120 -4.136656 -0.03 -0.01 0.02 0.039
H -2.219172 -2.063596 -4.630447 0.03 -0.01 0.02 0.073
H -2.926515 -0.966691 -5.834295 0.04 0.00 -0.02 0.095
H -2.607189 1.591157 -4.062439 -0.02 -0.01 0.00 0.048
H -2.220814 1.534010 -5.790795 -0.01 0.02 -0.01 0.091
H -0.999024 2.050002 -4.607921 0.02 0.00 -0.02 0.075
H 0.084469 -1.404274 -5.572411 0.01 -0.04 0.04 0.081
H 0.579499 0.296272 -5.527163 0.01 0.01 0.02 0.083
H -0.655947 -0.242719 -6.674183 0.00 0.01 0.01 0.095
H 2.569240 -3.232957 -4.070438 -0.02 0.07 0.03 0.076
H 1.402830 -3.972961 -5.177652 -0.01 0.04 -0.02 0.089
H 2.359813 -4.990475 -4.097118 -0.03 0.00 0.03 0.089
H 2.079884 -3.235223 -1.558180 0.00 0.07 -0.02 0.076
H 1.781478 -4.972159 -1.547824 -0.02 -0.01 -0.03 0.092
H 0.527107 -3.855780 -0.983407 -0.02 0.03 0.02 0.088
H -0.743383 -4.913936 -4.331905 -0.01 0.03 -0.01 0.090
H -1.122391 -4.867194 -2.607015 -0.02 0.03 0.02 0.079
H 0.110633 -5.989379 -3.216313 0.01 0.00 0.01 0.089
```
Forces are in eV/Å.

* gap between HOMO and LUMO: 7.259 eV
* charge: 0